C5H12NS2 | wB97M-V/def2-TZVPD

```
! wB97M-V def2-TZVPD RIJCOSX def2/J DEFGRID3
* xyz 0 2
C 0.259 1.706 0.380
C 1.056 2.573 -0.573
S 0.017 3.923 -1.331
C -0.036 0.284 -0.136
N -1.025 -0.373 0.722
C -0.560 -1.489 1.525
C -0.606 -2.848 0.813
S 0.765 -3.492 -0.120
H 0.696 1.597 1.377
H -0.707 2.128 0.660
H 1.890 3.091 -0.100
H 1.383 2.065 -1.482
H -1.186 3.374 -1.126
H 0.894 -0.280 -0.214
H -0.426 0.381 -1.154
H -1.876 -0.564 0.214
H -1.231 -1.536 2.380
H 0.459 -1.251 1.820
H -1.474 -2.784 0.143
H -0.854 -3.662 1.511
*
```

Its expectation value of S² is 0.753. As for the energy relative to the best compared isomer or geometry (same formula, charge and spin): 0.000 eV. The HOMO energy (spin up / spin down) comes out at -8.77 / -8.64 eV. The orbital gap (spin up / spin down) is 9.7 / 6.7 eV. The LUMO energy (spin up / spin down) comes out at 0.90 / -1.98 eV.